Here is C26H61AgO14S9 as an isolated structure in a non-equilibrium geometry from the OMol25 dataset. Energies are from ωB97M-V/def2-TZVPD.

Positions of all 111 atoms, in Å:
Ag -4.17433 -1.12513 2.56615
S 0.06764 4.44899 -0.20340
S 6.53948 -1.13276 -0.58827
S 0.74970 4.19739 5.42894
S -2.44137 -1.77954 -5.10985
S 3.88525 -4.85304 -0.55001
S -1.20865 -1.58734 7.24384
S -4.60220 1.78055 -1.96811
S 0.75693 0.07106 -4.60166
S -1.32890 -5.26710 -2.74766
O -2.01120 -1.02131 -1.84141
O 4.16380 -3.98859 0.68261
O -3.01833 -1.05988 0.63244
O -3.10287 -2.58130 -3.98655
O 5.75618 -1.45283 0.71990
O 1.09088 -0.69183 -5.87690
O 0.92794 5.59878 0.26850
O -2.02471 -1.27663 8.51527
O -2.67243 -4.69680 -2.31927
O 1.10247 0.26705 2.40993
O 2.13241 4.54654 5.96737
O -4.60141 0.25301 -2.20849
O 2.27869 -0.58503 -0.21524
O -4.60033 0.91278 3.79534
C 5.64447 0.28267 -1.38710
C -1.85382 -0.70880 0.49495
C 0.99998 -0.45827 0.03583
C 3.09870 -3.76305 -1.81693
C 0.37905 1.80250 -5.04147
C -1.99228 -0.52354 5.95354
C -0.36538 4.74971 6.79772
C -1.21142 -0.85860 -0.94355
C -0.98842 -0.25992 1.63078
C 0.27276 -0.72442 -1.03965
C -3.92831 1.98280 3.30666
C 8.05738 -0.14817 -0.10477
C 0.33771 -0.55274 7.32873
C -2.89648 2.25504 -1.53543
C 0.34911 -0.08227 1.40222
C 5.46382 -4.91014 -1.41193
C 2.37298 0.36881 -3.74831
C -1.52273 -5.86229 -4.52453
C -3.14498 -0.09759 -4.94606
C 0.68970 2.36615 5.63004
C -3.33862 -2.20233 -6.64438
C -3.22070 2.78393 4.32313
C -5.44923 1.96246 -0.32873
C 1.15623 3.14742 -0.92824
C -0.39426 3.39903 1.23693
C -0.15497 -3.85051 -3.00115
H 2.25314 -3.28276 -1.32452
H 5.27772 -5.37723 -2.37904
H 0.75016 -0.52058 6.32030
H -2.75883 3.33352 -1.61308
H 8.59554 0.17109 -0.99726
H -3.22047 1.59020 2.57665
H -1.97680 0.51349 6.28885
H 0.06940 0.43096 7.71401
H -2.84158 0.46798 -5.82707
H -0.38466 5.81177 7.04219
H 6.07589 -5.57100 -0.79813
H -0.34691 2.02922 5.62682
H 1.56096 3.61640 -1.82510
H 0.01299 4.26556 7.69802
H -4.23205 -0.12704 -4.87199
H 1.11277 -1.03216 7.92668
H 0.24851 -3.68211 -2.00267
H 3.14407 0.81422 -4.37689
H -5.13756 1.16639 0.34746
H -6.53905 1.94269 -0.33265
H -4.33306 -2.60307 -6.44788
H 0.43169 3.23627 1.92933
H -2.76489 0.40552 -4.05695
H 0.35486 2.35008 -4.09929
H 2.81793 -4.33052 -2.70420
H -1.32163 -0.20313 2.65652
H -5.36149 2.87009 0.26843
H -0.51408 -6.11983 -4.84761
H -1.28493 3.78774 1.73059
H 5.86889 -3.92506 -1.64349
H -0.54510 -2.95061 -3.47662
H -4.49566 2.73684 2.76109
H -2.96161 -0.99097 5.78030
H 0.53244 -4.29618 -3.72016
H 2.11004 1.02440 -2.91814
H -1.42120 4.54033 6.62602
H 6.12557 0.76030 -2.24063
H -2.12673 1.84986 -2.19225
H 7.85433 0.73184 0.50552
H 2.78557 -0.56608 -3.36905
H 5.55217 1.04652 -0.61502
H -3.51570 -1.35674 -7.30900
H 1.24551 2.11884 -5.62222
H -2.17217 -6.73339 -4.61131
H 3.81305 -2.96852 -2.03266
H 1.23390 1.84590 4.84182
H -0.56133 2.07965 -5.51789
H 0.50819 2.38960 -1.36854
H -1.92133 -5.16468 -5.26111
H 1.84388 2.79921 -0.15754
H -3.94209 3.34558 4.91662
H -2.61313 1.93184 -0.53375
H -0.79307 2.45869 0.85639
H -2.58774 2.11609 4.90747
H 0.67215 -1.06900 -1.98206
H 8.71261 -0.85945 0.39808
H 1.16644 2.09417 6.57178
H -2.53409 3.50676 3.88246
H 4.63307 0.03950 -1.71273
H -1.41570 -0.59801 5.03153
H -2.76366 -2.96594 -7.16823

## Properties
maximum force	6.6	eV/Å
E	-158120.541	eV
total charge	-2
E_HOMO	-0.0707	Eh